Record 1
Molecular formula: C34H38N6O6P2Pt
Method: DFT, ωB97M-V with the def2-TZVPD basis set

```
87
C34H38N6O6P2Pt ωB97M-V with the def2-TZVPD basis set
Pt 0.529 -0.535 -1.139
C -0.970 1.659 -0.811
C -1.325 0.590 -1.657
C -1.407 0.747 -3.174
C -0.245 0.161 -3.995
C 1.051 0.046 -3.239
C 1.541 1.060 -2.363
C 1.021 2.472 -2.230
C -0.052 2.751 -1.116
C 1.945 -1.835 -0.661
H -1.488 1.735 0.144
H -2.065 -0.103 -1.216
H -1.513 1.805 -3.447
H -2.328 0.243 -3.497
H -0.524 -0.838 -4.375
H -0.095 0.779 -4.897
H 1.794 -0.633 -3.680
H 2.591 0.917 -2.075
H 0.670 2.871 -3.199
H 1.899 3.077 -1.949
H 0.486 3.026 -0.190
H -0.618 3.655 -1.393
H 1.823 -2.195 0.368
H 2.934 -1.376 -0.761
H 1.811 -2.656 -1.377
P 1.430 -0.926 -7.081
P -2.058 -0.473 -6.952
N 2.788 0.160 -7.405
N 2.075 -2.215 -8.139
N -2.298 1.265 -7.226
N -3.562 -0.976 -7.749
C 0.396 -0.184 -8.412
C -1.026 -0.753 -8.467
C 3.823 0.372 -6.482
C 4.843 1.084 -7.108
C 4.438 1.309 -8.464
C 3.176 0.749 -8.611
C 2.293 -3.525 -7.715
C 2.733 -4.271 -8.796
C 2.798 -3.401 -9.925
C 2.407 -2.145 -9.495
C -2.412 2.200 -6.180
C -2.233 3.480 -6.710
C -2.073 3.338 -8.125
C -2.115 1.986 -8.413
C -4.332 -0.340 -8.734
C -5.446 -1.117 -9.005
C -5.323 -2.328 -8.241
C -4.136 -2.236 -7.518
H 0.809 -0.385 -9.411
H 0.413 0.912 -8.292
H -1.523 -0.334 -9.358
H -1.020 -1.851 -8.601
H 3.702 0.033 -5.464
H 5.770 1.417 -6.655
H 4.993 1.819 -9.240
H 2.504 0.773 -9.461
H 2.118 -3.779 -6.677
H 2.986 -5.321 -8.787
H 3.094 -3.643 -10.936
H 2.351 -1.225 -10.058
H -2.690 1.889 -5.182
H -2.191 4.395 -6.140
H -1.941 4.123 -8.865
H -2.080 1.487 -9.376
H -4.019 0.599 -9.170
H -6.265 -0.851 -9.665
H -6.017 -3.152 -8.224
H -3.643 -2.940 -6.870
O -1.508 -0.987 1.212
C -0.522 -0.360 1.633
O 0.480 0.106 0.927
C -0.450 -0.026 3.142
C 0.446 0.943 3.639
C 0.487 1.231 5.027
C -0.323 0.530 5.927
C -1.206 -0.441 5.444
C -1.288 -0.701 4.052
N -2.003 -1.193 6.385
O -1.858 -0.952 7.605
O -2.796 -2.057 5.958
N 1.333 2.284 5.538
O 2.035 2.952 4.755
O 1.317 2.485 6.774
H 1.099 1.454 2.933
H -0.284 0.758 6.983
H -1.996 -1.443 3.686
```

Computed properties:
HOMO (alpha / beta)   -6.9 / -8.6 eV
Relative energy (zero: lowest compared OMol25 entry of this formula, charge and spin)   0.0 kJ/mol
Molar mass   883.7 g/mol
2S+1   3

---

Record 2
Molecular formula: CH7N7O2
Method: DFT, ωB97M-V with the def2-TZVPD basis set

```
17
CH7N7O2 ωB97M-V with the def2-TZVPD basis set
C -0.269 -0.230 -0.504
N -0.286 -1.675 -0.138
N 1.695 0.039 -1.676
N 1.105 0.234 -0.469
N -0.554 1.612 1.113
N -1.003 0.413 0.651
N 0.729 -1.854 0.518
N -2.436 0.371 0.457
O 1.662 -0.612 0.538
O 1.172 -2.824 1.053
H -0.745 -0.205 -1.500
H 2.637 0.484 -1.767
H -0.367 2.500 0.577
H 0.400 1.466 1.474
H -2.824 1.263 0.375
H 1.882 -0.958 -1.977
H -2.798 -0.023 1.275
```

Computed properties:
HOMO   -9.0 eV
Structure (SMILES)   NN(N)[C@@H]1N=[N+]([O-])ON1N
Relative energy (zero: lowest compared OMol25 entry of this formula, charge and spin)   90.5 kJ/mol
Molar mass   149.1 g/mol

---

Record 3
Molecular formula: C3H13N2
Method: DFT, ωB97M-V with the def2-TZVPD basis set

```
18
C3H13N2 ωB97M-V with the def2-TZVPD basis set
C -2.737 0.632 -0.622
N -1.773 0.863 0.468
H -3.353 -0.212 -0.311
H -3.537 1.402 -0.630
H -2.330 0.792 -1.616
H 0.027 0.034 0.534
H -2.245 0.817 1.366
H -1.229 1.683 0.256
C 2.655 0.107 0.354
C 1.727 -0.799 -0.467
N 0.373 -0.885 0.180
H 3.463 -0.467 0.808
H 3.026 0.989 -0.151
H 2.096 0.506 1.205
H 1.673 -0.261 -1.422
H 2.129 -1.757 -0.778
H -0.333 -1.201 -0.476
H 0.489 -1.513 0.976
```

Computed properties:
Total charge   +1
HOMO   -13.6 eV
Relative energy (zero: lowest compared OMol25 entry of this formula, charge and spin)   156.6 kJ/mol
Molar mass   77.2 g/mol